[1]
A structure of composition C36H44AsGeN5NiO5SSe, computed with ωB97M-V with the def2-TZVPD basis set.

Summary:
Electronic energy in eV: -290314.296
LUMO (spin up / spin down) in eV: 2.374 / 2.373
Max |F| in hartree/bohr: 0.0099
Gap between HOMO and LUMO (spin up / spin down) in eV: 5.964 / 5.527
Charge: -1
<S²>: 0.755
Energy relative to the best compared isomer or geometry (same formula, charge and spin) in kcal per mole: 9.8
Spin multiplicity: 2

Last column: Löwdin charge in e.
Atoms and positions in Å:
Ni -1.68 0.11 -0.50  0.133
C 4.31 3.73 -2.92  -0.113
C 3.57 2.68 -3.46  -0.104
C 2.99 1.74 -2.62  -0.136
C 3.15 1.83 -1.24  -0.356
C 3.87 2.88 -0.71  -0.096
C 4.45 3.84 -1.55  -0.100
As 2.24 0.43 -0.18  1.442
C 3.13 0.73 1.52  -0.312
C 2.69 1.56 2.55  -0.089
C 3.41 1.63 3.73  -0.083
C 4.55 0.85 3.90  -0.092
C 4.97 -0.01 2.89  -0.033
C 4.26 -0.07 1.70  -0.189
C 4.55 -0.98 0.57  -0.196
C 5.59 -1.89 0.50  -0.036
C 5.74 -2.69 -0.62  -0.097
C 4.85 -2.59 -1.68  -0.099
C 3.80 -1.68 -1.61  -0.106
C 3.65 -0.88 -0.50  -0.310
H 4.76 4.47 -3.58  0.093
H 3.45 2.60 -4.54  0.099
H 2.39 0.95 -3.05  0.101
H 4.00 2.97 0.36  0.098
H 5.01 4.65 -1.12  0.097
H 1.76 2.10 2.44  0.086
H 3.07 2.26 4.54  0.098
H 5.11 0.90 4.83  0.095
H 5.84 -0.63 3.05  0.099
H 6.29 -1.99 1.32  0.100
H 6.55 -3.41 -0.67  0.094
H 4.96 -3.22 -2.55  0.096
H 3.08 -1.62 -2.43  0.102
O -2.19 -0.92 1.80  -0.354
S -0.85 -0.63 2.28  0.377
O -0.64 -0.85 3.69  -0.308
O -0.42 0.70 1.83  -0.383
O 0.12 -1.69 1.60  -0.232
O -0.35 1.56 -2.05  -0.155
N 0.07 2.67 -1.53  -0.208
C 0.50 3.66 -2.35  -0.036
C 0.97 4.85 -1.84  -0.061
C 1.01 5.05 -0.47  -0.076
C 0.57 4.02 0.35  -0.036
C 0.11 2.84 -0.19  -0.064
H 0.44 3.42 -3.40  0.135
H 1.31 5.61 -2.53  0.108
H 1.38 5.97 -0.05  0.103
H 0.58 4.11 1.43  0.114
H -0.23 1.98 0.39  0.063
N -3.03 2.46 -2.24  0.132
C -3.36 2.66 -0.92  -0.381
C -4.16 3.75 -0.54  -0.037
C -4.51 3.89 0.78  -0.093
C -4.08 2.94 1.70  -0.074
C -3.28 1.91 1.25  -0.102
N -2.90 1.76 -0.03  0.066
H -3.13 3.25 -2.85  0.091
H -2.22 1.87 -2.39  0.049
H -4.49 4.45 -1.30  0.101
H -5.13 4.72 1.09  0.099
H -4.34 3.00 2.75  0.097
H -2.93 1.14 1.92  0.087
C 0.64 -4.02 -1.12  -0.097
N 0.53 -3.42 0.19  -0.175
C 1.61 -3.80 1.08  -0.075
C -0.03 -2.12 0.20  -0.582
N -0.57 -1.50 -0.71  0.046
H 1.62 -3.84 -1.58  0.070
H -0.12 -3.59 -1.77  0.057
H 0.50 -5.11 -1.04  0.076
H 2.59 -3.45 0.73  0.073
H 1.65 -4.89 1.14  0.078
H 1.43 -3.40 2.08  0.082
C -4.98 -2.33 2.69  -0.215
Ge -4.78 -2.98 0.86  0.770
C -6.27 -4.23 0.53  -0.239
C -3.12 -3.96 0.60  -0.206
C -5.12 -1.48 -0.38  -0.589
Se -3.82 -0.95 -1.74  0.926
C -3.21 -2.68 -2.37  -0.407
H -5.08 -3.17 3.38  0.014
H -5.88 -1.72 2.78  0.014
H -4.11 -1.74 2.97  0.001
H -6.20 -5.09 1.19  0.009
H -6.26 -4.59 -0.50  0.007
H -7.23 -3.74 0.71  0.009
H -2.89 -4.52 1.51  0.029
H -2.30 -3.27 0.42  -0.008
H -3.20 -4.66 -0.23  0.018
H -5.24 -0.57 0.21  -0.001
H -6.07 -1.67 -0.88  -0.002
H -2.34 -2.98 -1.79  -0.028
H -2.93 -2.56 -3.41  0.014
H -4.02 -3.41 -2.30  0.018

=====

[2]
A structure of composition C23H32IIrNO2S2Si2, computed with ωB97M-V with the def2-TZVPD basis set.

Summary:
Electronic energy in eV: -78323.751
LUMO (spin up / spin down) in eV: -0.337 / -1.855
Max |F| in hartree/bohr: 0.0078
Gap between HOMO and LUMO (spin up / spin down) in eV: 7.324 / 6.697
<S²>: 0.767
Energy relative to the best compared isomer or geometry (same formula, charge and spin) in kcal per mole: 18.2
Spin multiplicity: 2

Last column: Löwdin charge in e.
Atoms and positions in Å:
Ir 0.16 -0.05 0.34  0.950
C -0.49 -0.39 -3.34  -0.172
Si -1.89 -0.94 -2.22  0.434
C -1.88 -2.80 -1.96  -0.185
C -3.47 -0.60 -3.18  -0.183
C -1.82 -0.06 -0.54  -0.462
C -2.25 -0.94 0.57  -0.389
C -3.47 -1.41 1.05  -0.001
C -3.47 -2.24 2.16  -0.040
C -2.28 -2.57 2.80  -0.048
C -1.10 -2.06 2.31  -0.093
N -1.13 -1.27 1.24  -0.155
Si -2.67 1.64 -0.50  0.470
C -2.00 2.68 -1.91  -0.151
C -2.51 2.41 1.20  -0.168
C -4.54 1.53 -0.74  -0.172
H -0.46 -1.00 -4.24  0.039
H 0.48 -0.46 -2.85  -0.012
H -0.63 0.65 -3.65  0.030
H -1.45 -3.30 -2.83  0.037
H -2.91 -3.15 -1.86  0.034
H -1.34 -3.14 -1.08  -0.015
H -3.48 -1.27 -4.05  0.037
H -3.52 0.42 -3.55  0.023
H -4.36 -0.80 -2.59  0.028
H -4.39 -1.15 0.55  0.109
H -4.41 -2.62 2.54  0.113
H -2.28 -3.22 3.66  0.107
H -0.13 -2.25 2.75  0.120
H -0.99 2.38 -2.18  0.013
H -1.98 3.74 -1.66  0.044
H -2.64 2.55 -2.79  0.032
H -1.50 2.42 1.59  0.015
H -3.16 1.87 1.90  0.032
H -2.86 3.45 1.16  0.041
H -4.85 1.28 -1.75  0.013
H -4.94 2.52 -0.50  0.038
H -5.04 0.84 -0.05  0.017
C 4.16 -1.62 2.24  -0.113
C 2.90 -1.37 1.46  -0.767
S 2.07 0.08 1.69  0.727
C 2.42 -2.31 0.57  -0.727
C 3.10 -3.63 0.34  -0.112
S 1.03 -2.00 -0.37  0.765
H 4.43 -0.75 2.83  0.067
H 4.99 -1.87 1.58  0.084
H 4.04 -2.47 2.92  0.087
H 4.15 -3.48 0.07  0.085
H 2.61 -4.19 -0.46  0.066
H 3.07 -4.23 1.25  0.089
I 4.98 2.68 -5.28  0.854
C 3.63 2.77 -3.69  -0.736
C 3.11 3.99 -3.29  -0.142
C 2.21 4.03 -2.24  -0.006
C 1.83 2.87 -1.58  -0.125
C 2.37 1.66 -1.98  -0.035
C 3.27 1.60 -3.04  -0.144
C 0.82 3.00 -0.46  -0.585
O 0.43 4.10 -0.11  0.079
O 0.41 1.89 0.09  -0.310
H 3.40 4.90 -3.80  0.093
H 1.78 4.97 -1.91  0.122
H 2.10 0.74 -1.47  0.063
H 3.68 0.65 -3.34  0.094

=====

[3]
An isolated molecule of C4H9N3 in a non-equilibrium geometry, computed with ωB97M-V with the def2-TZVPD basis set.

Summary:
Electronic energy in eV: -8761.295
SMILES string: [H]/N=C\C/C=N/NC
LUMO in eV: 1.058
Max |F| in hartree/bohr: 0.0884
Gap between HOMO and LUMO in eV: 9.682
Energy relative to the best compared isomer or geometry (same formula, charge and spin) in kcal per mole: 74.5
Spin multiplicity: 1

Last column: Löwdin charge in e.
Atoms and positions in Å:
H -2.23 1.23 1.05  0.000
N -2.93 0.92 0.46  0.104
C -2.80 -0.04 -0.31  -0.247
C -1.56 -0.91 -0.33  -0.169
C -0.42 -0.15 0.22  -0.221
N 0.65 0.10 -0.44  0.002
N 1.64 0.73 0.28  -0.145
C 2.97 0.17 -0.24  -0.113
H -3.54 -0.15 -1.12  0.108
H -1.78 -1.71 0.44  0.128
H -1.14 -1.42 -1.20  0.110
H -0.57 0.30 1.28  0.138
H 1.72 0.80 1.27  0.095
H 3.87 0.77 0.06  0.071
H 3.16 -0.91 -0.05  0.065
H 2.94 0.28 -1.36  0.074